{
  "formula": "C60H89BrN4O18S2",
  "method": "wB97M-V/def2-TZVPD",
  "elements": ["C", "C", "O", "N", "C", "C", "C", "C", "C", "C", "C", "C", "C", "N", "O", "C", "C", "C", "C", "O", "O", "C", "N", "Br", "C", "C", "C", "S", "C", "S", "N", "C", "C", "C", "C", "C", "C", "C", "C", "C", "C", "C", "C", "H", "H", "H", "H", "H", "H", "H", "H", "H", "H", "H", "H", "H", "H", "H", "H", "H", "H", "H", "H", "H", "H", "H", "H", "H", "H", "H", "H", "H", "H", "H", "H", "H", "H", "H", "H", "H", "H", "H", "H", "H", "H", "H", "H", "H", "H", "H", "O", "C", "C", "C", "C", "O", "H", "H", "H", "H", "H", "H", "O", "C", "C", "C", "C", "O", "H", "H", "H", "H", "H", "H", "O", "C", "C", "C", "C", "O", "H", "H", "H", "H", "H", "H", "O", "C", "C", "C", "C", "O", "H", "H", "H", "H", "H", "H", "O", "C", "C", "C", "C", "O", "H", "H", "H", "H", "H", "H", "O", "C", "C", "C", "C", "O", "H", "H", "H", "H", "H", "H", "O", "C", "C", "C", "C", "O", "H", "H", "H", "H", "H", "H"],
  "positions_angstrom": [[2.9821, -0.8347, 1.2505], [4.1212, -0.4488, 0.2170], [4.1028, -1.0608, -0.8358], [5.1299, 0.5205, 0.5252], [5.2194, 0.7954, 1.9750], [5.0192, 1.7484, -0.2953], [4.0437, 2.8557, 0.2763], [3.4410, 3.8337, -0.8103], [2.2114, 4.5855, -0.1594], [0.8247, 4.4585, -0.9280], [0.7181, 5.7252, -1.8991], [-0.8430, 5.9057, -2.1833], [-1.5393, 6.7267, -1.0203], [-2.9834, 6.3789, -0.8880], [0.6819, 3.3247, -1.7804], [0.5659, 2.0912, -1.0800], [-0.6931, 1.9715, -0.1298], [-0.2849, 1.8538, 1.3845], [-1.2142, 2.7011, 2.3258], [-1.6174, 3.8115, 2.0746], [-1.5578, 2.1453, 3.5521], [0.6761, 0.9387, -2.1748], [2.1017, 0.9266, -2.6087], [0.3900, -0.8758, -1.3986], [-0.1495, 1.2054, -3.4773], [-1.6915, 1.4604, -3.2984], [-2.5796, 0.1443, -3.1337], [-3.8382, 0.4894, -1.8238], [-3.9625, -0.9550, -0.6729], [-2.7111, -1.2069, 0.3495], [-5.1945, -1.7240, -0.7561], [-4.9922, -3.1433, -0.9588], [-4.3164, -4.0711, -0.0670], [-4.1258, -5.4964, -0.3329], [-4.6376, -6.0305, -1.6078], [-5.3200, -5.1204, -2.5445], [-5.5080, -3.7042, -2.2261], [-6.1452, -1.3986, 0.2827], [-6.6763, -2.3036, 1.2889], [-7.6224, -1.7765, 2.2803], [-8.0858, -0.3944, 2.3130], [-7.5808, 0.5086, 1.2733], [-6.6357, 0.0008, 0.3022], [2.3185, -1.6283, 0.8201], [3.4676, -1.3060, 2.1555], [2.4146, 0.0670, 1.6057], [4.2673, 1.1729, 2.4423], [5.4291, -0.1855, 2.4745], [6.0512, 1.4892, 2.2479], [6.0539, 2.2068, -0.3116], [4.7822, 1.5097, -1.3672], [4.6485, 3.4702, 1.0060], [3.2422, 2.3465, 0.8907], [3.2353, 3.3603, -1.8001], [4.2382, 4.6156, -0.9872], [2.0515, 4.1343, 0.8673], [2.4002, 5.6739, 0.0204], [0.0085, 4.5944, -0.1722], [1.0605, 6.6356, -1.3326], [1.2982, 5.5342, -2.8347], [-1.0425, 6.3439, -3.1927], [-1.3518, 4.8965, -2.1599], [-1.4777, 7.8335, -1.2191], [-1.0731, 6.5221, -0.0180], [-3.4196, 6.4591, -1.8099], [-3.4671, 7.0699, -0.3064], [1.4757, 1.9521, -0.4144], [-1.3757, 1.1566, -0.4826], [-1.2969, 2.9243, -0.2170], [0.7473, 2.2930, 1.5355], [-0.2312, 0.8017, 1.7609], [-2.1904, 2.7653, 3.9604], [2.7085, 0.8739, -1.7902], [2.2839, 1.7793, -3.1505], [0.2501, 2.0823, -4.0647], [-0.0352, 0.2987, -4.1315], [-2.0385, 1.9348, -4.2627], [-1.9660, 2.1829, -2.4914], [-1.9873, -0.7912, -2.9897], [-3.1610, -0.0018, -4.0900], [-3.8965, -3.6742, 0.8939], [-3.5763, -6.1435, 0.3956], [-4.5083, -7.1059, -1.8725], [-5.6768, -5.5456, -3.5124], [-6.0107, -3.0008, -2.9375], [-6.3734, -3.3699, 1.3052], [-8.0235, -2.4445, 3.0846], [-8.7839, 0.0006, 3.0784], [-7.9342, 1.5710, 1.2570], [-6.2626, 0.6995, -0.4863], [-2.4475, -7.0050, -4.3041], [-1.5726, -7.0146, -3.4859], [-0.7504, -5.8228, -3.0595], [0.4146, -6.4794, -2.3391], [-0.2109, -7.7533, -1.8084], [-1.2099, -8.1149, -2.7732], [-1.3476, -5.2013, -2.3880], [-0.4186, -5.2477, -3.9217], [0.8558, -5.8589, -1.5589], [1.2004, -6.7239, -3.0589], [-0.6989, -7.6050, -0.8412], [0.5164, -8.5598, -1.7162], [6.9021, -0.8764, 4.4710], [7.5814, -1.3662, 3.6108], [8.6774, -2.3822, 3.8145], [9.4155, -2.3246, 2.4898], [8.3183, -1.9254, 1.5235], [7.4270, -1.0973, 2.2854], [8.2262, -3.3623, 3.9874], [9.3220, -2.1034, 4.6446], [9.9077, -3.2589, 2.2195], [10.1780, -1.5422, 2.5295], [7.7586, -2.7872, 1.1499], [8.7045, -1.3614, 0.6749], [10.9979, -2.5092, 5.4711], [11.2053, -3.1207, 6.4834], [11.0247, -4.6072, 6.6748], [11.0416, -4.7380, 8.1877], [11.9203, -3.5759, 8.6015], [11.6837, -2.5559, 7.6193], [11.8635, -5.1296, 6.2103], [10.0807, -4.9446, 6.2508], [11.4068, -5.7018, 8.5424], [10.0310, -4.5967, 8.5793], [12.9830, -3.8321, 8.5879], [11.6619, -3.1980, 9.5901], [-0.9834, 4.3409, -5.1191], [-0.8049, 4.2176, -6.2998], [-0.8391, 2.9195, -7.0723], [-0.1715, 3.3071, -8.3796], [-0.5181, 4.7777, -8.4942], [-0.5805, 5.2586, -7.1419], [-1.8797, 2.6207, -7.2179], [-0.2846, 2.1392, -6.5527], [-0.5026, 2.7185, -9.2346], [0.9106, 3.1864, -8.2883], [-1.4909, 4.9405, -8.9663], [0.2387, 5.3354, -9.0453], [-4.5104, -2.9133, 3.3861], [-4.5888, -2.3186, 4.4224], [-3.8044, -1.0855, 4.7983], [-4.0108, -1.0216, 6.3015], [-5.3683, -1.6739, 6.4688], [-5.4497, -2.6504, 5.4205], [-4.2372, -0.2212, 4.2899], [-2.7533, -1.1962, 4.5388], [-3.9653, -0.0117, 6.7096], [-3.2463, -1.6216, 6.8027], [-6.1894, -0.9624, 6.3460], [-5.4701, -2.1667, 7.4357], [-7.7508, 1.3396, 4.7124], [-8.5391, 2.2323, 4.8446], [-8.2054, 3.6877, 5.0685], [-9.5331, 4.2496, 5.5470], [-10.5341, 3.3433, 4.8596], [-9.8858, 2.0660, 4.7679], [-7.8928, 4.1303, 4.1205], [-7.4256, 3.7991, 5.8191], [-9.6752, 5.3044, 5.3119], [-9.6112, 4.1333, 6.6312], [-10.7779, 3.6832, 3.8496], [-11.4571, 3.2443, 5.4301], [1.6929, 0.4852, -9.3352], [1.7575, -0.2367, -8.3797], [2.1257, -1.7018, -8.3941], [1.6624, -2.1613, -7.0215], [1.8044, -0.9010, -6.1941], [1.5430, 0.1801, -7.1051], [3.2070, -1.7952, -8.5124], [1.6058, -2.2274, -9.1926], [2.2294, -3.0028, -6.6238], [0.6109, -2.4572, -7.0700], [2.8123, -0.7800, -5.7899], [1.0908, -0.8673, -5.3734]],
  "lowdin_charge": [-0.022, -0.457, 0.043, -0.106, -0.097, -0.174, -0.193, -0.170, -0.122, -0.316, -0.110, -0.184, -0.288, -0.036, -0.097, -0.307, -0.138, -0.069, -0.457, 0.085, 0.060, -0.711, 0.017, 0.772, -0.179, -0.234, -0.454, 0.834, -0.945, 0.737, -0.134, -0.240, -0.063, -0.065, -0.082, -0.072, 0.008, -0.194, -0.009, -0.066, -0.089, -0.077, -0.026, 0.054, 0.086, 0.067, 0.089, 0.067, 0.109, 0.127, 0.117, 0.121, 0.084, 0.097, 0.116, 0.100, 0.112, 0.129, 0.111, 0.122, 0.101, 0.104, 0.105, 0.107, 0.060, 0.059, 0.123, 0.032, 0.122, 0.113, 0.112, 0.117, 0.029, 0.083, 0.116, 0.092, 0.102, 0.081, 0.047, 0.072, 0.069, 0.098, 0.097, 0.098, 0.111, 0.099, 0.104, 0.076, 0.098, 0.074, 0.113, -0.492, -0.076, -0.160, -0.162, 0.023, 0.129, 0.125, 0.118, 0.119, 0.125, 0.124, 0.114, -0.471, -0.086, -0.155, -0.151, -0.012, 0.137, 0.086, 0.119, 0.124, 0.129, 0.127, 0.101, -0.458, -0.073, -0.161, -0.157, 0.040, 0.135, 0.126, 0.118, 0.122, 0.129, 0.127, 0.113, -0.470, -0.077, -0.160, -0.158, 0.031, 0.136, 0.105, 0.120, 0.119, 0.126, 0.126, 0.102, -0.476, -0.075, -0.161, -0.158, 0.028, 0.136, 0.127, 0.115, 0.118, 0.123, 0.124, 0.105, -0.480, -0.076, -0.162, -0.158, 0.026, 0.135, 0.127, 0.118, 0.120, 0.129, 0.126, 0.116, -0.480, -0.077, -0.157, -0.152, 0.014, 0.134, 0.127, 0.119, 0.122, 0.134, 0.103],
  "fmax_ev_per_a": 3.87,
  "smiles": "CC(=O)N(C)CCCC[C@@H](CCCN)O[C@@H](CCC(=O)O)[C@@](N)(Br)CCCSC(=S)N(c1ccccc1)c1ccccc1.O=C1CCCO1.O=C1CCCO1.O=C1CCCO1.O=C1CCCO1.O=C1CCCO1.O=C1CCCO1.O=C1CCCO1",
  "homo_ev": -7.58,
  "orbital_gap_ev": 7.21,
  "total_energy_ha": -7283.3267
}